1.
Computed, not measured: 2 unconnected molecules or ions with the total composition C3H5N3 in a non-equilibrium geometry, with ωB97M-V with the def2-TZVPD basis set.

Structure (XYZ):
```
11
Properties=species:S:1:pos:R:3:forces:R:3:lowdin_charge:R:1
C -1.7524 -0.3356 -0.1062 -0.39 -0.02 0.01 -0.10
N -0.3721 0.0823 -0.1404 0.55 -0.15 -0.24 0.01
C 0.5890 -0.6224 0.0745 -0.38 -0.03 0.01 -0.36
N 1.5889 -1.3197 0.2375 -0.81 0.12 0.41 0.13
H -1.8864 -1.1543 -0.8248 -0.13 0.18 0.16 0.08
H -2.3636 0.5059 -0.4250 -0.13 -0.12 0.11 0.07
H -2.0740 -0.6788 0.8826 0.04 0.11 -0.08 0.08
H 1.2491 -2.2065 -0.1210 0.82 -0.75 -0.39 0.08
C 1.6558 1.9331 0.1406 1.01 -0.30 0.06 -0.11
N 2.6168 1.2950 0.2016 -0.82 1.05 -0.05 0.07
H 0.7490 2.5009 0.0806 0.23 -0.10 0.01 0.06
```
Positions in Å, forces in eV/Å.

Lowest unoccupied orbital energy, eV: 0.647
Energy above the lowest of the compared OMol25 structures with the same formula, charge and spin, kJ/mol: 242.0

2.
Computed, not measured: 2 unconnected molecules or ions with the total composition C5H11NO, with ωB97M-V with the def2-TZVPD basis set.

Structure (XYZ):
```
18
Properties=species:S:1:pos:R:3:forces:R:3:lowdin_charge:R:1
C 1.2254 -0.7361 -1.6663 0.05 0.12 0.04 0.00
C 1.4223 0.0664 -0.6211 0.03 -0.07 -0.13 -0.22
N 0.4481 0.2922 0.3740 0.12 -0.07 -0.12 -0.09
C 0.1987 1.6467 0.8344 0.05 0.22 0.12 -0.09
C -0.8075 0.9293 0.0074 -0.19 0.00 -0.12 -0.32
C -2.0765 0.3540 0.5776 -0.02 0.00 0.04 -0.05
H 0.2733 -1.2407 -1.8119 0.14 0.12 -0.01 0.07
H 2.0206 -0.9406 -2.3743 -0.08 0.10 0.11 0.06
H 2.3858 0.5381 -0.4317 -0.12 -0.07 -0.03 0.11
H 0.0453 1.7531 1.9067 0.00 -0.03 -0.18 0.11
H 0.7640 2.4518 0.3658 -0.09 -0.14 0.04 0.11
H -0.8619 1.2485 -1.0347 0.01 -0.06 0.15 0.14
H -2.3535 -0.5637 0.0472 0.02 0.13 0.07 0.08
H -2.9014 1.0680 0.4813 0.12 -0.10 0.02 0.08
H -1.9490 0.1118 1.6374 0.00 0.03 -0.14 0.08
O 0.5978 -2.7129 0.6232 0.01 0.08 0.11 -0.08
H 1.3934 -2.3797 0.1895 -0.08 -0.19 -0.01 0.01
H 0.1749 -1.8862 0.8954 0.03 -0.07 0.04 0.01
```
Positions in Å, forces in eV/Å.

Lowest unoccupied orbital energy, eV: 1.005
Energy above the lowest of the compared OMol25 structures with the same formula, charge and spin, kJ/mol: 229.5

3.
Computed, not measured: a gas-phase ion, C4H13N2S (charge +1) in a non-equilibrium geometry, with ωB97M-V with the def2-TZVPD basis set.

Structure (XYZ):
```
20
Properties=species:S:1:pos:R:3:forces:R:3:lowdin_charge:R:1
N 2.3943 -0.8248 0.0831 -1.10 1.15 -4.09 0.15
C 2.1840 0.6393 0.3982 -0.95 -0.75 -0.74 -0.12
C 0.7188 1.0029 -0.0411 -0.28 1.67 3.43 -0.22
N -0.0523 -0.0449 -0.7349 1.39 0.68 1.43 -0.10
C -1.0639 -0.7532 0.1334 0.10 2.47 1.60 -0.24
C -2.5198 -0.4496 -0.3579 2.20 1.30 1.00 -0.53
S -3.1615 1.2548 -0.0706 0.47 -0.55 -0.34 0.71
H 2.0780 -1.5764 0.6419 0.62 -0.76 1.82 0.14
H 3.2247 -0.9531 -0.5067 0.21 -0.56 1.14 0.17
H 1.6083 -1.0165 -0.7020 0.54 1.14 1.15 0.18
H 2.3840 0.9377 1.4395 0.12 -0.60 -0.59 0.14
H 2.7487 1.2100 -0.3029 1.37 -0.09 -0.12 0.11
H 0.4078 1.3082 1.0316 -1.23 -1.05 -1.76 0.12
H 0.7922 2.0662 -0.3789 -0.41 -1.19 -1.09 0.14
H -0.3347 0.2439 -1.6626 -0.40 -0.05 0.22 0.12
H -0.8224 -0.2784 1.2827 -1.04 -1.80 -3.15 0.18
H -0.9277 -1.8437 0.0817 0.16 0.34 0.21 0.10
H -2.5408 -0.7278 -1.3774 -0.18 0.11 -1.34 0.06
H -3.1203 -1.1352 0.1190 -1.65 -1.38 1.17 0.04
H -3.9974 0.9406 0.9238 0.04 -0.08 0.05 -0.14
```
Positions in Å, forces in eV/Å.

Total charge: +1
Lowest unoccupied orbital energy, eV: -3.364
Energy above the lowest of the compared OMol25 structures with the same formula, charge and spin, kJ/mol: 269.9

4.
Computed, not measured: a molecular structure, C5H11CuNP in a non-equilibrium geometry, with ωB97M-V with the def2-TZVPD basis set.

Structure (XYZ):
```
19
Properties=species:S:1:pos:R:3:forces:R:3:lowdin_charge:R:1
C 0.4740 0.0804 -1.8368 0.15 -0.88 -0.76 -0.29
C -0.7610 -0.6421 -1.7972 0.54 0.66 -0.16 -0.21
C -0.5550 -1.8254 -1.0603 0.79 -0.41 0.18 -0.20
C 0.8117 -1.8738 -0.6615 -0.24 -0.40 -0.53 -0.22
C 1.4706 -0.7045 -1.1482 -0.49 0.04 -0.34 -0.25
Cu 0.2366 0.2472 0.2454 -0.23 -0.14 0.50 -0.28
P -0.4474 2.2620 0.6420 -0.10 0.71 0.11 0.68
H 0.6761 0.9818 -2.4059 -0.10 -0.09 0.14 0.08
H -1.6791 -0.3089 -2.2735 0.12 -0.10 0.21 0.08
H -1.3007 -2.5842 -0.8377 0.14 0.20 -0.01 0.08
H 2.5298 -0.4702 -1.0966 -0.22 -0.10 0.06 0.08
H 1.2986 -2.6807 -0.1207 -0.18 0.19 -0.02 0.08
H -1.4329 2.4924 1.6471 0.28 0.27 -0.19 -0.16
H -0.9756 3.0242 -0.4334 0.01 0.45 0.13 -0.15
H 0.6334 3.0616 1.1228 -0.51 0.25 -0.06 -0.14
N -0.1913 -0.2209 2.2261 0.06 -0.99 0.36 -0.06
H -1.1656 -0.0007 2.4654 0.09 0.04 0.13 -0.05
H 0.4098 0.3614 2.8186 -0.05 0.01 0.19 -0.06
H -0.0319 -1.1994 2.5044 -0.03 0.32 0.04 0.01
```
Positions in Å, forces in eV/Å.

Total charge: -1
Spin multiplicity: 2
Lowest unoccupied orbital energy (spin up / spin down), eV: 4.035 / 3.853

5.
Computed, not measured: 3 unconnected molecules or ions with the total composition C29H52BF3INO17P2S in a non-equilibrium geometry, with ωB97M-V with the def2-TZVPD basis set.

Structure (XYZ):
```
107
Properties=species:S:1:pos:R:3:forces:R:3:lowdin_charge:R:1
C 2.2166 1.6370 -1.0880 0.33 0.31 -0.57 -0.09
C 1.2503 1.3527 -2.2572 0.70 0.28 0.12 -0.19
C 0.5091 0.0035 -2.3892 -0.01 0.80 -0.47 -0.12
C -0.2889 -0.5930 -1.1877 0.85 -0.15 -0.64 -0.21
C 0.7222 -1.0167 -0.0948 0.17 -0.54 0.94 -0.14
C 2.1381 -1.5034 -0.4608 0.45 0.50 0.18 -0.17
P 3.3094 -1.4343 0.9545 -0.07 -0.85 0.26 0.54
O 3.7244 -2.7793 1.3272 0.20 -1.14 0.17 -0.25
O 2.6289 -0.7452 2.2515 0.75 0.95 -1.40 -0.19
C 3.1628 0.5366 2.6470 -0.20 0.55 1.14 -0.26
C 4.3496 0.3827 3.6109 -0.67 -0.15 -0.09 -0.04
O 4.5989 -0.5756 0.4712 -0.97 0.01 0.35 -0.22
C 5.8644 -1.2213 0.6904 1.41 0.40 -0.72 -0.28
C 6.2333 -2.2285 -0.4064 -0.15 -0.42 0.57 -0.07
C -1.3654 0.4509 -0.6367 -0.34 0.13 -0.81 -0.31
C -2.0282 1.0549 -1.9097 -0.90 0.39 -0.40 -0.09
C -3.3636 1.8240 -1.8818 -0.21 0.28 -0.32 -0.12
C -4.5981 0.9320 -1.9717 0.22 2.01 2.00 -0.55
N -5.7452 1.3911 -1.2997 0.16 0.69 -1.31 0.15
O -4.5819 -0.1003 -2.5385 0.00 -2.18 -1.53 0.09
O -0.6463 1.3943 0.1507 -0.23 -0.03 -0.55 -0.10
C -0.8788 2.7726 0.0159 0.51 1.89 0.98 -0.26
C 0.0941 3.4994 0.9951 -0.20 -0.11 -0.55 -0.03
C -2.3510 -0.1878 0.3821 0.98 -0.74 1.97 -0.31
B -1.7542 -0.7687 1.7667 0.50 -0.89 0.42 -0.70
O -2.4890 -1.7793 2.3941 -0.43 0.79 -0.04 0.14
O -0.6422 -0.3042 2.4019 -0.84 0.56 0.00 0.02
C -0.6649 -0.3843 3.8319 0.97 0.10 -0.04 -0.04
P -3.5123 1.0962 1.2276 -1.20 1.63 -1.57 1.04
C -4.9852 0.1551 1.8414 0.62 -0.27 0.76 -0.23
O -2.7353 1.7079 2.5824 -0.13 -1.03 0.17 -0.28
O -3.2575 -1.1667 -0.1776 0.77 0.50 -0.89 -0.21
S -2.5519 -2.4004 -0.9038 -1.33 -1.91 -0.27 0.68
O -2.2963 -3.4597 0.0064 1.36 0.41 1.70 -0.22
O -3.4466 -2.8534 -1.9036 -0.70 0.92 -1.39 -0.23
C -0.9548 -1.9000 -1.7529 -0.07 -0.12 0.38 -0.34
F -1.3392 -1.7824 -3.0706 -0.20 0.71 -0.14 0.02
C -0.1780 -3.2272 -1.7572 0.28 -0.54 -0.30 -0.24
C 0.8437 -3.4240 -2.9034 -0.26 -1.36 -0.01 -0.66
C 0.2198 -3.9378 -4.2304 0.60 1.43 0.03 -0.16
I 2.0899 -5.1162 -2.2214 0.06 0.34 0.10 0.86
H 2.5130 2.6907 -1.1562 -0.08 -0.07 0.03 0.08
H 3.1507 1.0890 -1.2370 -0.12 -0.12 0.37 0.07
H 1.8173 1.5010 -0.0866 -0.07 -0.25 -0.11 0.05
H 1.8828 1.4084 -3.1547 -0.13 -0.06 0.03 0.12
H 0.6192 2.2380 -2.3706 -0.42 -0.36 0.16 0.08
H 1.2400 -0.7093 -2.7735 -0.05 -0.19 0.49 0.10
H -0.1188 0.1349 -3.2732 -0.24 -0.09 0.29 0.12
H 0.2974 -1.8489 0.4850 -0.10 0.17 -0.05 0.13
H 0.8737 -0.2614 0.6717 -0.48 0.31 -0.39 0.09
H 2.1901 -2.5604 -0.7292 -0.04 0.04 0.10 0.03
H 2.6605 -0.9689 -1.2560 -0.33 0.14 -0.01 0.08
H 3.3775 1.2090 1.8135 0.10 -0.41 -0.20 0.10
H 2.3686 1.0197 3.2244 -0.11 -0.06 -0.27 0.11
H 3.9217 0.1978 4.6006 0.26 0.00 0.03 0.08
H 4.9595 -0.4898 3.3718 0.12 0.21 -0.17 0.07
H 4.9336 1.3030 3.6501 -0.07 -0.33 -0.09 0.06
H 6.6130 -0.4230 0.6261 -0.32 0.16 0.14 0.12
H 5.9797 -1.6388 1.6874 -0.55 -0.18 -0.04 0.10
H 6.8311 -1.7865 -1.2038 -0.24 0.07 -0.04 0.07
H 5.3469 -2.7284 -0.7986 0.03 0.13 -0.08 0.07
H 6.8265 -3.0268 0.0505 0.04 0.09 -0.09 0.08
H -2.2153 0.2945 -2.6756 0.15 -0.28 0.43 0.12
H -1.3540 1.7404 -2.4172 0.39 -0.17 0.38 0.10
H -3.4627 2.5945 -1.1238 0.04 -0.23 0.23 0.07
H -3.4140 2.3865 -2.8302 0.12 -0.17 0.03 0.14
H -6.5476 1.1237 -1.8697 -0.15 -0.26 0.51 0.09
H -5.7161 2.4085 -1.2762 -0.11 -0.12 0.45 0.10
H -0.6960 3.2198 -0.9673 -0.01 -0.70 -0.24 0.11
H -1.8745 3.1199 0.3141 -0.19 -0.67 -0.15 0.09
H -0.4590 4.1004 1.7166 0.06 -0.21 0.14 0.07
H 0.7134 2.7601 1.5014 -0.06 0.10 0.14 0.07
H 0.7421 4.1878 0.4468 0.07 -0.14 0.08 0.07
H -3.1190 -1.4149 3.0311 0.11 -0.40 -0.03 0.09
H -1.6282 -0.1088 4.2636 -0.04 -0.22 -0.14 0.08
H 0.0585 0.3525 4.1915 -0.04 -0.08 -0.07 0.09
H -0.3243 -1.3719 4.1463 -0.27 0.02 0.10 0.11
H -5.8400 0.8323 1.8681 0.15 0.11 -0.24 0.04
H -4.8402 -0.1801 2.8793 0.01 -0.16 -0.19 0.04
H -5.2342 -0.6970 1.2086 0.13 0.07 -0.01 0.06
H -3.4128 2.1408 3.1244 0.22 -0.01 -0.10 0.07
H -0.9270 -4.0018 -1.9482 0.04 0.06 0.11 0.11
H 0.2725 -3.5285 -0.8170 -0.22 0.54 0.19 0.07
H 1.5697 -2.6323 -3.0513 -0.11 -0.01 0.05 0.05
H 0.8413 -4.7151 -4.6622 -0.30 -0.14 -0.05 0.02
H 0.2500 -3.0980 -4.9363 -0.28 -0.13 -0.01 0.08
H -0.8199 -4.2289 -4.0991 0.13 -0.24 0.00 0.08
O 4.4806 4.3303 4.3739 0.08 -0.02 -0.04 0.19
C 5.5602 4.0488 4.7678 -0.27 0.10 -0.23 -0.54
O 6.1118 2.8064 4.6791 0.24 0.56 0.29 0.04
C 7.4637 2.9067 5.1353 0.13 -0.53 0.00 -0.05
C 7.4124 4.1346 6.0072 0.28 0.32 -0.24 -0.32
F 8.5864 4.8096 5.9844 -0.03 0.05 0.07 0.08
O 6.4171 4.9206 5.3783 -0.20 -0.52 0.17 0.14
H 8.1281 3.0340 4.2794 0.04 0.21 0.08 0.15
H 7.7590 2.0136 5.6815 -0.22 -0.06 -0.03 0.14
H 7.1246 3.9428 7.0426 0.11 0.08 0.04 0.17
O -8.2747 -0.7296 -6.9421 -0.02 0.08 0.07 0.18
C -8.0019 -1.0034 -5.8226 0.20 0.07 -0.33 -0.55
O -6.9239 -1.7341 -5.4465 -0.48 0.16 0.12 0.08
C -6.8757 -1.7213 -4.0130 0.40 -0.34 0.10 -0.05
C -8.3071 -1.4315 -3.6542 0.09 0.34 0.06 -0.31
F -8.3961 -0.7113 -2.5029 -0.10 0.04 0.03 0.06
O -8.7420 -0.6248 -4.7320 0.10 -0.46 -0.14 0.13
H -6.1969 -0.9380 -3.6781 -0.12 -0.01 0.10 0.11
H -6.5270 -2.6752 -3.6241 0.05 -0.04 -0.21 0.15
H -8.9460 -2.3132 -3.5790 -0.08 0.08 0.17 0.17
```
Positions in Å, forces in eV/Å.

Lowest unoccupied orbital energy, eV: 0.097

6.
Computed, not measured: C4H6O2 in the gas phase, with ωB97M-V with the def2-TZVPD basis set.

Structure (XYZ):
```
12
Properties=species:S:1:pos:R:3:forces:R:3:lowdin_charge:R:1
O 0.6516 -0.8608 1.7449 -0.40 -0.11 -0.26 0.06
C -0.3424 -1.0908 1.0994 0.28 0.02 0.09 -0.26
C -0.4568 -0.8025 -0.3828 -0.03 0.01 0.00 -0.16
C 0.4211 0.3666 -0.8258 0.04 -0.01 -0.01 -0.16
C 0.3766 1.5332 0.1352 -0.27 0.07 0.14 -0.26
O -0.5744 1.7814 0.8365 0.38 -0.09 -0.29 0.06
H -1.2323 -1.5594 1.5675 0.15 0.00 -0.01 0.13
H -1.5070 -0.6505 -0.6464 0.10 0.02 0.11 0.12
H -0.1321 -1.7172 -0.8993 -0.13 0.10 0.05 0.12
H 0.0580 0.7547 -1.7879 0.12 -0.06 0.08 0.12
H 1.4601 0.0649 -0.9833 -0.09 0.04 0.10 0.12
H 1.2776 2.1803 0.1420 -0.15 0.01 0.00 0.13
```
Positions in Å, forces in eV/Å.

Lowest unoccupied orbital energy, eV: 0.934
Energy above the lowest of the compared OMol25 structures with the same formula, charge and spin, kJ/mol: 99.3